Formula: C2H3FO2S
Source: OMol25
Level of theory: ωB97M-V with the def2-TZVPD basis set

```
9
Properties=species:S:1:pos:R:3:lowdin_charge:R:1
C 0.4216 0.2980 -0.9291 -0.106
C 0.3442 -0.4988 0.3801 -0.321
O -1.2831 1.5698 0.6980 -0.276
O -2.3099 -0.3770 -0.4961 -0.283
F 0.3803 -1.8400 0.1936 -0.001
S -1.1634 0.3350 0.0229 0.715
H 0.7163 1.3341 -0.8344 0.082
H 0.9652 -0.1501 -1.7401 0.098
H 1.9288 -0.6710 2.7051 0.092
```

Results
gap between HOMO and LUMO (spin up / spin down) = 9.400 / 9.347 eV
E = -19762.5228 eV
relative energy (zero: lowest compared OMol25 entry of this formula, charge and spin) = 171.2 kcal per mole
spin multiplicity = 1